{
  "formula": "C3H2ClNO2",
  "method": "ωB97M-V/def2-TZVPD",
  "species": ["O", "C", "C", "C", "O", "N", "Cl", "H", "H"],
  "coordinates": [[3.090572, -0.769842, -0.591401], [2.108988, -0.172576, -0.302626], [0.693076, -0.151413, -0.401118], [0.110639, 0.662891, 0.547532], [0.922054, 1.455403, 1.187498], [2.224801, 1.180776, 0.759186], [3.298718, 1.221231, 2.041852], [0.335430, -0.886589, -1.077584], [-0.865691, 0.918179, 0.865914]],
  "atomic_forces_ev_per_a": [[-0.965, 0.520, -0.292], [0.991, 1.974, 2.882], [-0.035, -0.021, 0.520], [0.924, -0.469, -1.717], [1.048, -0.087, 1.010], [0.234, -0.939, -2.253], [0.154, -0.223, 0.355], [-1.158, -0.289, -0.107], [-1.193, -0.467, -0.397]],
  "homo_ev": -9.20,
  "e_above_lowest_ev": 3.752,
  "charge": 0,
  "fmax_ev_per_a": 3.63,
  "homo_lumo_gap_ev": 9.25
}